# 1
{
  "formula": "C28H34AuN3P3S",
  "method": "the ωB97M-V functional and the def2-TZVPD basis",
  "species": ["Au", "N", "P", "C", "C", "C", "C", "C", "C", "C", "C", "C", "C", "C", "C", "P", "C", "C", "C", "C", "C", "C", "C", "C", "C", "C", "C", "C", "H", "H", "H", "H", "H", "H", "H", "H", "H", "H", "H", "H", "H", "H", "H", "H", "H", "H", "H", "H", "H", "C", "P", "C", "C", "H", "H", "H", "H", "H", "H", "H", "H", "H", "N", "C", "N", "S", "H", "H", "H", "H"],
  "positions_angstrom": [[0.372513, 0.432116, 0.928505], [2.299211, -0.975043, 2.642179], [2.509275, -0.610042, 1.022760], [3.984275, 0.330501, 0.779947], [4.178433, 1.465799, 1.579223], [5.322661, 2.223925, 1.418468], [6.261583, 1.861346, 0.454069], [6.065916, 0.740165, -0.340508], [4.925990, -0.033004, -0.183881], [2.440900, -2.059233, 0.006460], [2.483169, -3.330046, 0.583614], [2.475498, -4.448643, -0.236369], [2.410540, -4.301354, -1.614428], [2.351320, -3.035719, -2.191660], [2.364808, -1.913434, -1.384391], [0.650820, -0.753149, 2.974579], [-0.208998, -2.278094, 3.240409], [-0.657325, -3.025615, 2.145475], [-1.239304, -4.260726, 2.349645], [-1.373123, -4.756636, 3.644483], [-0.924632, -4.023490, 4.734713], [-0.342690, -2.780313, 4.538920], [0.470693, 0.358632, 4.343890], [1.556732, 1.094774, 4.824020], [1.366208, 1.994548, 5.859734], [0.097662, 2.170754, 6.398285], [-0.986161, 1.444300, 5.915177], [-0.809331, 0.534781, 4.888490], [2.980919, -1.431759, 3.241693], [3.436001, 1.752203, 2.318983], [5.491640, 3.092830, 2.039774], [7.157588, 2.454499, 0.327348], [6.809923, 0.458363, -1.072990], [4.792630, -0.925026, -0.783100], [2.532992, -3.454360, 1.657685], [2.528560, -5.435551, 0.202676], [2.409737, -5.178592, -2.247470], [2.306530, -2.932660, -3.267099], [2.338493, -0.924663, -1.833735], [-0.518284, -2.644047, 1.134724], [-1.587625, -4.847368, 1.510304], [-1.832120, -5.723514, 3.802367], [-1.031705, -4.418241, 5.735495], [-0.003401, -2.206474, 5.391525], [2.548859, 0.941102, 4.415637], [2.204740, 2.550510, 6.255528], [-0.046672, 2.872280, 7.209020], [-1.966224, 1.579366, 6.351767], [-1.650470, -0.046212, 4.528782], [-0.228211, 1.442414, -2.406555], [0.537354, 2.015442, -0.873349], [-0.257362, 3.562252, -0.406518], [2.230907, 2.472473, -1.283792], [-0.144812, 2.226927, -3.161278], [-1.278446, 1.223300, -2.235442], [0.273663, 0.547415, -2.773961], [-0.150633, 4.272957, -1.228097], [0.234383, 3.968703, 0.478702], [-1.310181, 3.418386, -0.171992], [2.199639, 3.256953, -2.042751], [2.789348, 1.623260, -1.675996], [2.746037, 2.849663, -0.401603], [-2.883594, -0.798379, -0.715539], [-2.922870, 0.401542, -0.163766], [-3.691375, 1.348458, -0.664727], [-2.025966, 0.744084, 1.304463], [-3.477331, -1.060439, -1.491137], [-2.351999, -1.525773, -0.265169], [-4.375162, 1.155872, -1.386384], [-3.807343, 2.212404, -0.154630]],
  "atomic_forces_ev_per_a": [[-0.036, -0.377, -0.182], [0.078, -0.117, 0.116], [-0.290, 0.415, 0.188], [-0.116, 0.070, 0.074], [-0.005, 0.073, 0.008], [-0.042, -0.029, 0.003], [0.009, -0.005, -0.001], [0.014, -0.001, -0.007], [0.051, -0.118, -0.022], [0.008, -0.067, -0.094], [0.035, 0.037, -0.022], [-0.001, 0.010, 0.032], [-0.005, -0.016, -0.032], [-0.007, -0.001, 0.022], [-0.008, 0.046, -0.006], [0.090, 0.044, -0.081], [-0.009, -0.062, 0.028], [0.102, 0.131, -0.119], [-0.017, -0.057, 0.025], [-0.004, 0.006, 0.005], [-0.010, 0.008, -0.070], [-0.031, 0.047, 0.020], [-0.066, -0.063, -0.032], [0.085, -0.028, -0.006], [-0.022, -0.031, -0.019], [-0.005, -0.004, 0.002], [-0.014, 0.004, 0.022], [0.043, 0.008, -0.018], [-0.010, -0.028, -0.035], [0.052, -0.016, -0.022], [-0.005, 0.005, -0.004], [-0.003, 0.010, 0.015], [-0.006, -0.001, -0.003], [-0.002, 0.033, 0.003], [-0.005, 0.008, 0.009], [-0.003, -0.003, 0.000], [0.004, -0.003, -0.006], [0.002, 0.006, -0.009], [0.007, -0.028, 0.006], [-0.037, -0.041, 0.090], [0.000, 0.003, -0.005], [0.000, -0.003, -0.004], [0.006, 0.011, 0.009], [0.019, 0.016, 0.015], [-0.037, 0.036, 0.017], [0.011, -0.002, -0.004], [-0.005, 0.001, 0.002], [-0.001, 0.002, -0.002], [-0.004, 0.000, -0.009], [0.109, 0.092, 0.031], [0.120, -0.243, -0.041], [-0.010, 0.037, 0.101], [-0.016, 0.012, -0.094], [-0.026, -0.009, -0.005], [-0.075, -0.015, -0.039], [-0.014, -0.010, 0.026], [-0.030, 0.017, 0.012], [0.002, 0.018, -0.025], [0.009, -0.035, -0.043], [0.044, -0.001, -0.002], [-0.004, -0.022, -0.009], [0.007, 0.026, 0.020], [0.117, 0.008, -0.087], [0.248, -0.075, 0.209], [-0.258, 0.044, 0.020], [-0.036, 0.213, 0.050], [0.008, 0.011, -0.010], [-0.074, 0.010, 0.011], [-0.007, -0.003, 0.008], [0.081, -0.003, -0.031]],
  "charge": 3,
  "lumo_energy_ev": -9.910,
  "e_homo_ev": -17.0,
  "orbital_gap_ev": 7.06,
  "total_energy_ev": -76431.0505
}


# 2
{
  "formula": "C4H6N4",
  "method": "the ωB97M-V functional and the def2-TZVPD basis",
  "species": ["C", "C", "C", "C", "N", "N", "N", "N", "H", "H", "H", "H", "H", "H"],
  "positions_angstrom": [[1.336869, -1.355689, -0.017851], [0.059737, -0.840338, -0.028826], [0.507625, 0.889953, -0.018092], [-1.298083, -1.156985, -0.010803], [2.324750, -0.483306, -0.000152], [-2.197779, -0.240001, -0.056203], [1.810546, 0.789772, 0.009924], [-0.405588, 1.839984, -0.069064], [1.605829, -2.396166, -0.018607], [-1.530547, -2.229587, 0.052800], [-3.152530, -0.586605, -0.039224], [2.494523, 1.533200, 0.050978], [-1.354077, 1.442757, -0.041190], [-0.201269, 2.793011, 0.186306]],
  "atomic_forces_ev_per_a": [[0.363, 0.491, 0.044], [1.507, 6.007, 0.003], [-1.825, -6.107, -0.160], [-0.340, -0.720, 0.019], [0.821, -0.821, 0.085], [-0.470, 0.332, -0.039], [-0.194, 0.493, 0.026], [0.307, 0.658, 0.147], [0.076, -0.215, -0.024], [-0.143, 0.122, -0.040], [0.235, -0.191, 0.044], [-0.198, -0.110, -0.051], [-0.066, 0.072, 0.033], [-0.073, -0.009, -0.086]],
  "charge": 0,
  "lumo_energy_ev": 0.851,
  "smiles": "[H]/N=C/c1cn[nH]c1N",
  "e_homo_ev": -7.4,
  "orbital_gap_ev": 8.25,
  "total_energy_ev": -10203.5272
}